# 1
{"formula": "C7H7NOS", "method": "wB97M-V/def2-TZVPD", "e_lumo_ev": [-1.78, -1.78], "total_charge": 0, "e_homo_ev": [-7.57, -7.57], "symbols": ["C", "C", "C", "C", "C", "C", "C", "N", "O", "S", "H", "H", "H", "H", "H", "H", "H"], "positions_angstrom": [[-2.127, 0.321, 0.583], [-1.220, -0.684, 0.570], [-1.766, 1.315, -0.349], [-0.285, -0.571, -0.470], [1.603, -2.122, -1.339], [1.795, 1.142, 0.883], [0.650, -1.323, -0.987], [2.102, 1.857, 1.912], [2.015, -0.050, 0.642], [-0.470, 0.988, -1.300], [-2.799, 0.651, 1.390], [-1.198, -1.640, 1.102], [-2.366, 2.084, -0.586], [2.572, -1.867, -1.041], [1.369, -2.708, -2.221], [1.259, 1.726, -0.055], [1.888, 2.844, 1.941]], "forces_ev_per_a": [[0.37, 2.35, 0.96], [0.43, -2.40, -0.03], [0.33, -2.45, 0.31], [-1.07, 1.79, -1.24], [-2.02, 0.70, -1.61], [-0.28, 2.32, -0.75], [1.84, -1.07, 1.29], [0.26, -0.69, 0.45], [0.29, -1.14, -0.11], [-0.06, -0.66, 0.18], [-0.04, -0.97, -0.60], [-0.25, 0.66, 0.28], [-1.77, 2.98, -0.47], [1.45, -0.04, 0.70], [0.34, -0.58, 0.19], [0.56, -0.65, 1.16], [-0.38, -0.16, -0.72]], "mulliken_charge": [-0.4999, -0.5308, -0.3021, 0.6130, -1.0557, 0.5310, 0.4979, -0.7461, -0.6213, -0.0674, 0.3512, 0.4173, 0.5571, 0.3810, 0.2844, 0.0076, 0.1828]}

---

# 2
{"formula": "CH3PS", "method": "wB97M-V/def2-TZVPD", "e_lumo_ev": -0.32, "total_charge": 0, "e_homo_ev": -8.59, "symbols": ["P", "C", "S", "H", "H", "H"], "positions_angstrom": [[1.148, -0.022, -0.479], [-0.645, -0.421, 0.108], [-1.924, -0.767, -0.729], [1.461, 0.404, 0.851], [0.498, 1.155, -1.005], [-0.538, -0.348, 1.254]], "forces_ev_per_a": [[-1.91, -0.04, -0.01], [2.87, 0.18, 2.32], [-0.93, -0.21, -0.53], [0.09, 0.42, -0.56], [0.94, -0.02, 0.35], [-1.06, -0.33, -1.57]], "mulliken_charge": [-0.0006, -0.1347, -0.2225, 0.0497, 0.0844, 0.2237]}

---

# 3
{"formula": "C7H8", "method": "wB97M-V/def2-TZVPD", "e_lumo_ev": 1.25, "total_charge": 0, "e_homo_ev": -8.65, "symbols": ["C", "C", "C", "C", "C", "C", "C", "H", "H", "H", "H", "H", "H", "H", "H"], "positions_angstrom": [[2.034, 0.060, 0.044], [0.542, -0.140, -0.018], [-0.608, -1.217, -0.238], [-1.486, -0.127, -0.812], [-1.508, -0.406, 0.669], [-0.390, 0.631, 0.885], [-0.368, 0.911, -0.604], [2.179, 1.138, 0.218], [2.525, -0.456, 0.877], [2.565, -0.178, -0.884], [-0.692, -2.281, -0.440], [-2.292, -0.185, -1.534], [-2.333, -0.719, 1.298], [-0.112, 1.232, 1.743], [-0.070, 1.782, -1.177]], "forces_ev_per_a": [[-0.03, -0.08, -0.02], [0.21, 0.12, 0.03], [0.15, -0.29, -0.05], [-0.27, 0.04, -0.25], [-0.28, -0.04, 0.24], [0.03, 0.23, 0.34], [0.04, 0.35, -0.24], [-0.01, -0.24, -0.03], [-0.16, -0.08, -0.14], [-0.17, -0.11, 0.09], [0.34, 0.22, 0.05], [0.14, -0.07, 0.10], [0.15, -0.03, -0.12], [-0.08, 0.02, -0.17], [-0.08, -0.04, 0.16]], "mulliken_charge": [-1.2245, 0.3816, -0.4671, -0.4492, -0.4486, -0.4568, -0.4712, 0.3060, 0.2930, 0.3019, 0.4145, 0.4357, 0.4356, 0.4760, 0.4729]}

---

# 4
{"formula": "C5H11NO", "method": "wB97M-V/def2-TZVPD", "e_lumo_ev": [4.11, 4.06], "total_charge": -1, "s2": 0.76, "spin_multiplicity": 2, "e_homo_ev": [-0.23, -3.29], "symbols": ["C", "C", "C", "C", "N", "C", "H", "H", "H", "H", "H", "H", "H", "H", "H", "H", "H", "O"], "positions_angstrom": [[-2.382, -0.288, 0.295], [-1.567, 1.010, 0.174], [-0.092, 0.754, 0.362], [0.740, 0.464, -0.665], [2.059, 0.101, -0.579], [2.785, 0.799, 0.326], [-2.265, -0.743, 1.274], [-3.438, -0.133, 0.050], [-2.089, -0.937, -0.519], [-1.706, 1.386, -0.845], [-1.913, 1.753, 0.901], [0.264, 0.707, 1.388], [0.305, 0.397, -1.668], [3.841, 0.570, 0.449], [2.374, 1.552, 0.995], [1.131, -3.095, -0.207], [1.211, -1.719, -0.806], [0.742, -2.578, -0.924]], "forces_ev_per_a": [[-0.45, 0.59, -0.63], [0.48, -0.47, -0.13], [-0.49, 0.62, 0.21], [0.22, -0.67, 0.31], [-0.18, 1.16, -0.44], [0.47, -0.70, 0.40], [-0.01, -0.25, -0.05], [-0.28, 0.26, 0.53], [0.60, -0.56, 0.19], [-0.19, 0.26, 0.13], [-0.15, 0.07, -0.18], [0.13, -0.02, -0.07], [-0.06, -0.11, -0.03], [-0.07, -0.13, -0.05], [-0.19, 0.07, -0.16], [-0.17, -0.03, -0.16], [-0.10, -0.03, -0.22], [0.42, -0.05, 0.34]], "mulliken_charge": [-1.1036, -0.6593, -0.2616, -0.2061, -0.7568, -0.8785, 0.3080, 0.3787, 0.2823, 0.2591, 0.3071, 0.3601, 0.3763, 0.2840, 0.3383, 0.2735, 0.4102, -0.7117]}